Entry 1:
78
Properties=species:S:1:pos:R:3 method="wB97M-V/def2-TZVPD" total_charge=-1 homo_energy_ev="0.05 / -6.46" relative_energy_ev=0.000 spin_multiplicity=2 e_lumo_ev="1.783 / 1.773"
C -9.4870 -2.8919 -11.9851
C -10.1227 -1.6221 -12.4920
O -11.0030 -1.0031 -11.9071
C -9.3593 -0.8889 -13.6247
H -10.0487 -3.5630 -11.3353
H -8.6969 -2.5129 -11.3368
H -9.1416 -3.4750 -12.8388
H -8.3632 -0.7187 -13.2161
H -9.7910 0.0818 -13.8684
H -9.1992 -1.5714 -14.4594
O -12.1403 -5.7401 -8.7305
C -11.7038 -6.1258 -7.6751
O -10.4232 -6.1810 -7.3287
C -9.3346 -5.7142 -8.1840
C -9.0055 -6.7465 -9.2083
C -12.5724 -6.4916 -6.4961
H -8.5144 -5.7311 -7.4662
H -9.4501 -4.7527 -8.6841
H -9.6459 -7.6213 -9.0963
H -7.9667 -7.0676 -9.2852
H -9.3177 -6.4839 -10.2190
H -13.0052 -5.6097 -6.0237
H -12.0348 -6.9839 -5.6857
H -13.4202 -7.1213 -6.7659
O -2.5195 1.2778 -14.7845
C -3.0846 0.8161 -15.8079
O -4.2852 0.2695 -15.8403
C -5.0291 -0.0219 -14.7025
C -6.0657 1.1298 -14.6040
C -2.4122 0.8454 -17.1483
H -4.3812 -0.1452 -13.8347
H -5.4049 -1.0402 -14.8025
H -6.8007 1.1169 -15.4088
H -5.6189 2.1224 -14.6596
H -6.5830 1.1698 -13.6454
H -1.9182 -0.1125 -17.3108
H -1.6902 1.6563 -17.0514
H -3.0757 0.9681 -18.0043
Br -9.2174 -6.1701 -19.6542
C -8.2507 -4.7640 -18.7608
C -8.5668 -4.7044 -17.2423
Br -7.8655 -2.9120 -16.5614
H -8.6713 -3.8906 -19.2592
H -7.1971 -4.7885 -19.0392
H -8.0127 -5.4916 -16.7310
H -9.5929 -4.8024 -16.8878
Br -11.5858 1.1243 -16.9249
C -11.8501 1.9554 -15.1926
C -12.6362 0.9939 -14.1600
Br -14.5937 0.9485 -14.4838
H -12.1565 2.9980 -15.2777
H -10.8628 1.9710 -14.7311
H -12.6159 1.3390 -13.1263
H -12.2806 -0.0323 -14.0676
Br -13.3412 -8.1386 -13.1991
C -13.4567 -6.3082 -12.4238
C -12.0583 -5.8798 -12.0166
Br -10.7691 -5.9107 -13.4695
H -14.0511 -6.4049 -11.5152
H -13.8298 -5.6674 -13.2228
H -11.7156 -6.4400 -11.1466
H -12.0815 -4.8145 -11.7872
Br -5.9912 -2.6838 -10.8500
C -5.3822 -3.1765 -9.0330
C -5.9036 -2.1975 -7.9284
Br -7.8990 -2.3392 -7.8811
H -4.2958 -3.2654 -9.0263
H -5.7704 -4.1930 -8.9696
H -5.7471 -1.1247 -8.0409
H -5.4805 -2.3998 -6.9445
Br -14.4052 -2.4514 -7.9655
C -14.7027 -2.8607 -9.8926
C -13.7248 -2.1098 -10.7484
Br -13.8641 -2.7787 -12.6338
H -15.7570 -2.6729 -10.0960
H -14.6070 -3.9360 -10.0430
H -12.7028 -2.2051 -10.3815
H -13.8382 -1.0270 -10.8003

***

Entry 2:
27
Properties=species:S:1:pos:R:3 method="wB97M-V/def2-TZVPD" total_charge=+1 homo_energy_ev=-12.69 relative_energy_ev=3.974 spin_multiplicity=1 e_lumo_ev=-10.845
In -2.7128 5.1608 -2.1206
O 4.1887 5.6191 -4.7112
C 4.2344 4.4327 -5.1034
O 5.2063 3.8217 -5.7358
B 4.7340 2.4640 -6.1626
O 3.4668 2.3164 -5.4121
C 3.1510 3.4700 -4.7446
O 2.2384 3.6883 -3.9470
O 5.7247 1.3704 -5.8173
C 6.0419 0.7279 -6.9537
O 7.0731 -0.0061 -7.1279
C 5.1644 1.2350 -8.0667
O 4.4157 2.2772 -7.6124
O 5.3158 0.9307 -9.2953
O -1.2920 4.7090 -7.4128
C -1.2431 4.2960 -8.5913
O -0.0610 4.0033 -9.2794
B -0.4154 3.6686 -10.6722
O -1.8850 3.5831 -10.7367
C -2.4291 3.8301 -9.5377
O -3.6240 3.8712 -9.1975
O 0.0791 4.6820 -11.6319
C 0.8718 4.1446 -12.5830
O 1.3843 4.7125 -13.5713
C 0.9085 2.6360 -12.2593
O 0.1000 2.3632 -11.1401
O 1.4732 1.7032 -12.8546

***

Entry 3:
19
Properties=species:S:1:pos:R:3 method="wB97M-V/def2-TZVPD" total_charge=+1 homo_energy_ev=-12.76 relative_energy_ev=3.251 spin_multiplicity=1 e_lumo_ev=-3.807
C -1.8347 1.0869 0.7212
C 1.7179 0.0723 0.0353
C -0.4839 0.9352 0.4799
C 0.0602 -2.2902 -1.1415
N 0.5734 0.4754 0.4418
N -2.2836 2.2304 0.3572
N 2.7074 0.2345 0.8227
N -3.5413 2.4807 0.1968
N 3.8572 -0.2197 0.5785
N -0.7037 -1.8060 -0.2922
H -2.3791 0.2183 0.8202
H 1.7500 -0.2808 -1.0298
H 0.6570 -1.5916 -1.7222
H 0.3026 -3.3403 -1.3275
H -3.8077 3.2360 -0.4536
H -4.3018 1.7564 0.2432
H 4.6367 -0.0532 1.2008
H 4.0398 -0.5966 -0.3265
H -0.9665 -2.5477 0.3956

***

Entry 4:
13
Properties=species:S:1:pos:R:3 method="wB97M-V/def2-TZVPD" total_charge=+1 homo_energy_ev=-15.19 relative_energy_ev=6.237 spin_multiplicity=1 e_lumo_ev=-3.908
C 0.1752 1.5913 -0.4635
C 0.8482 0.9645 0.4619
C 0.4009 -0.8418 -0.8648
C -1.1141 -0.3847 0.3807
N -0.7722 0.0159 -0.9534
N 0.4488 -0.5365 0.5908
H -0.0141 2.5942 -0.7383
H 1.4163 1.4147 1.2966
H 0.0570 -1.9562 -0.8990
H 1.1818 -0.5939 -1.6061
H -1.7387 0.3536 1.0811
H -1.6066 -1.4571 0.3865
H 0.7174 -1.1639 1.3275

***

Entry 5:
26
Properties=species:S:1:pos:R:3 method="wB97M-V/def2-TZVPD" total_charge=-1 homo_energy_ev=-3.77 relative_energy_ev=0.000 spin_multiplicity=1 e_lumo_ev=2.417
Li 0.4420 29.8542 -24.2268
Li -0.1578 27.3984 -25.6206
Li -0.0345 29.4170 -27.4458
P 1.8895 28.8302 -25.8358
O 1.1639 28.0372 -26.9795
O 1.2504 28.1753 -24.5997
O 1.2458 30.2696 -25.9846
O 3.3891 28.9060 -26.0695
O -3.5507 29.7236 -25.4050
C -2.2197 29.5609 -25.3179
O -1.5658 30.2139 -24.4756
O -1.6665 28.7259 -26.1014
H -3.6818 30.3608 -24.6695
C -0.7045 23.1123 -26.4601
C 0.7945 23.3936 -26.1260
C 0.8425 24.9347 -26.0310
O -0.5056 25.3996 -25.9921
C -1.4160 24.3480 -25.9374
H -1.1905 22.2288 -26.0483
H -0.7709 23.0730 -27.5510
H 1.4600 22.9822 -26.8808
H 1.0659 22.9200 -25.1795
H 1.3569 25.2966 -26.9203
H 1.3567 25.2919 -25.1384
H -2.2608 24.5351 -26.6029
H -1.7367 24.0637 -24.9260

***

Entry 6:
11
Properties=species:S:1:pos:R:3 method="wB97M-V/def2-TZVPD" total_charge=+1 homo_energy_ev="-9.04 / -14.15" relative_energy_ev=1.252 spin_multiplicity=3 e_lumo_ev="-5.605 / -10.587"
C 0.9726 -1.0017 -0.1480
C 1.0953 1.3975 -0.0842
N 0.4586 0.2858 -0.0699
I -3.1726 -0.6862 0.4116
H 1.1108 -1.3310 -1.1902
H 1.8241 -0.9699 0.6478
H 0.3571 -1.6792 0.3968
H 0.4047 2.3366 -0.1840
H 2.2619 1.4539 0.0085
H -4.7269 -0.1869 0.2841
H -0.5857 0.3811 -0.0725

***

Repeat the fifth record exactly.
26
Properties=species:S:1:pos:R:3 method="wB97M-V/def2-TZVPD" total_charge=-1 homo_energy_ev=-3.77 relative_energy_ev=0.000 spin_multiplicity=1 e_lumo_ev=2.417
Li 0.4420 29.8542 -24.2268
Li -0.1578 27.3984 -25.6206
Li -0.0345 29.4170 -27.4458
P 1.8895 28.8302 -25.8358
O 1.1639 28.0372 -26.9795
O 1.2504 28.1753 -24.5997
O 1.2458 30.2696 -25.9846
O 3.3891 28.9060 -26.0695
O -3.5507 29.7236 -25.4050
C -2.2197 29.5609 -25.3179
O -1.5658 30.2139 -24.4756
O -1.6665 28.7259 -26.1014
H -3.6818 30.3608 -24.6695
C -0.7045 23.1123 -26.4601
C 0.7945 23.3936 -26.1260
C 0.8425 24.9347 -26.0310
O -0.5056 25.3996 -25.9921
C -1.4160 24.3480 -25.9374
H -1.1905 22.2288 -26.0483
H -0.7709 23.0730 -27.5510
H 1.4600 22.9822 -26.8808
H 1.0659 22.9200 -25.1795
H 1.3569 25.2966 -26.9203
H 1.3567 25.2919 -25.1384
H -2.2608 24.5351 -26.6029
H -1.7367 24.0637 -24.9260